Entry from the OMol25 dataset: an isolated molecule of C20H26N4O5S in a non-equilibrium geometry (the ωB97M-V functional and the def2-TZVPD basis).

LUMO energy   0.63 eV
SMILES   COc1ccc(C(=O)NCc2nnc(SCC(=O)N3CCC(C)CC3)o2)cc1OC
HOMO-LUMO gap   8.90 eV
Energy above the lowest of the compared OMol25 structures with the same formula, charge and spin   1.998 eV

XYZ file:
```
56
Properties=species:S:1:pos:R:3:nbo_charge:R:1
C -5.3992 -3.3141 0.7509 -0.251
H -5.0509 -3.2703 1.7883 0.176
O -5.7452 -2.0407 0.2660 -0.479
C -4.7845 -1.0825 0.2166 0.268
C -3.4661 -1.2516 0.6072 -0.320
C -2.5615 -0.2029 0.5295 -0.148
C -2.9694 1.0317 0.0519 -0.170
C -4.2879 1.2042 -0.3740 -0.269
C -5.2015 0.1719 -0.2918 0.326
O -6.5049 0.2475 -0.6667 -0.493
C -6.9691 1.4593 -1.2112 -0.253
H -6.8942 2.2793 -0.4897 0.177
H -6.4226 1.7268 -2.1209 0.180
H -8.0163 1.2880 -1.4552 0.201
H -4.5615 2.1698 -0.7670 0.239
C -2.0337 2.1760 -0.0931 0.668
O -2.1170 3.0016 -0.9804 -0.618
N -1.0900 2.2617 0.8888 -0.601
H -1.0042 1.5022 1.5456 0.410
C 0.0736 3.0942 0.7331 -0.284
C 1.2921 2.2458 0.6911 0.457
N 1.3367 0.9740 0.9072 -0.320
N 2.6267 0.5890 0.7917 -0.369
C 3.3033 1.6594 0.5032 0.305
O 2.5207 2.7562 0.4340 -0.403
S 4.9955 1.7508 0.2267 0.342
C 5.2528 -0.0485 0.1204 -0.619
C 4.3534 -0.5777 -1.0038 0.691
O 4.0677 0.1441 -1.9386 -0.637
N 3.9440 -1.8566 -0.9195 -0.437
C 4.1210 -2.7544 0.1990 -0.205
H 5.0031 -2.4862 0.7787 0.206
C 2.8580 -2.7555 1.0622 -0.426
H 2.9913 -3.4276 1.9114 0.205
C 1.6503 -3.1855 0.2253 -0.211
C 0.3702 -3.1060 1.0505 -0.600
H -0.4903 -3.3853 0.4468 0.205
H 0.4230 -3.7720 1.9090 0.206
H 0.2274 -2.0897 1.4096 0.208
C 1.5516 -2.2844 -1.0077 -0.414
C 2.8638 -2.2848 -1.7914 -0.220
H 2.8133 -1.5922 -2.6318 0.248
H 3.0932 -3.2884 -2.1635 0.187
H 0.7396 -2.6156 -1.6565 0.211
H 1.3389 -1.2646 -0.6837 0.220
H 1.7986 -4.2214 -0.1046 0.188
H 2.6853 -1.7439 1.4331 0.233
H 4.2871 -3.7572 -0.2126 0.195
H 6.3049 -0.1935 -0.1224 0.256
H 5.0182 -0.4640 1.0960 0.243
H -0.0406 3.6514 -0.2045 0.267
H 0.1598 3.8172 1.5556 0.219
H -1.5330 -0.3797 0.8061 0.210
H -3.1242 -2.2057 0.9752 0.222
H -6.3132 -3.9038 0.7032 0.203
H -4.6313 -3.7874 0.1299 0.176
```